Entry 1:
An isolated molecule of C10H17NO2. Source: the OMol25 dataset; level of theory: the ωB97M-V functional and the def2-TZVPD basis.

```
30
Properties=species:S:1:pos:R:3
C -1.64 -1.42 0.00
C -2.32 0.62 -1.25
C -2.84 0.86 0.09
C -1.58 -0.01 -0.09
C -0.22 0.74 2.10
C 0.78 -0.16 -1.59
C 2.39 0.77 0.22
C 1.78 -2.44 -0.19
C -0.23 0.71 0.55
C 1.06 -0.08 -0.06
N -1.76 -2.56 0.08
O -0.21 2.07 0.06
O 1.07 -1.38 0.51
H -2.87 -0.19 -1.78
H -1.73 1.21 -1.93
H -2.67 1.82 0.54
H -3.73 0.42 0.52
H -0.87 1.61 2.35
H -0.58 -0.33 2.35
H 0.73 0.83 2.46
H 1.70 -0.13 -2.07
H 0.17 -1.12 -1.83
H 0.27 0.83 -1.80
H 2.39 1.78 -0.19
H 2.57 0.90 1.26
H 3.13 -0.01 -0.08
H 1.59 -3.33 0.55
H 2.82 -2.04 -0.41
H 1.17 -2.68 -0.99
H -0.38 2.70 0.66
```

Energy relative to the best compared isomer or geometry (same formula, charge and spin) = 424.42 kJ/mol
Orbital gap = 0.36711 Eh

Entry 2:
An isolated ion of composition C10H17O2 and charge +1. Source: the OMol25 dataset; level of theory: the ωB97M-V functional and the def2-TZVPD basis.

```
29
Properties=species:S:1:pos:R:3
C -0.91 -0.90 1.94
C 0.19 -1.91 1.68
C -1.72 0.64 0.15
C 0.46 -1.92 -1.01
C -1.48 1.76 -0.83
C 1.01 -0.87 -2.00
C -0.58 0.29 1.07
C 0.97 -1.44 0.41
C 0.74 0.44 -1.20
C 1.58 2.66 -0.61
O 1.65 1.40 -1.28
O 0.69 0.00 0.28
H -1.86 -1.35 1.64
H -0.68 -0.59 3.00
H 0.75 -1.97 2.59
H -0.12 -2.96 1.48
H -2.71 0.77 0.50
H -1.99 -0.19 -0.56
H -0.64 -1.92 -1.04
H 0.76 -2.97 -1.28
H -2.23 1.80 -1.51
H -0.93 2.61 -0.57
H 2.01 -1.22 -2.32
H 0.42 -0.75 -2.93
H -0.32 1.15 1.66
H 1.97 -1.58 0.54
H 1.46 2.50 0.47
H 0.79 3.37 -1.04
H 2.61 3.06 -0.79
```

Energy relative to the best compared isomer or geometry (same formula, charge and spin) = 345.69 kJ/mol
Orbital gap (spin up / spin down) = 0.33427 / 0.30325 Eh
Net charge = +1

Entry 3:
An isolated molecule of C10H17P. Source: the OMol25 dataset; level of theory: the ωB97M-V functional and the def2-TZVPD basis.

```
28
Properties=species:S:1:pos:R:3
C 1.85 1.68 0.65
C 1.71 1.70 -0.81
C 1.53 0.57 1.43
C 0.89 0.79 -1.36
C 1.00 -0.71 0.81
C -0.04 -0.34 -0.26
C 2.18 -1.46 0.17
C -0.61 -1.42 -1.15
C -2.12 0.06 1.58
C -2.53 0.99 -0.89
P -1.18 0.99 0.28
H 2.32 2.51 1.15
H 2.22 2.41 -1.50
H 1.69 0.37 2.44
H 0.76 0.75 -2.36
H 0.58 -1.31 1.58
H 2.84 -0.81 -0.32
H 1.77 -2.03 -0.57
H 2.61 -2.11 0.84
H -1.23 -1.09 -1.89
H -1.39 -2.00 -0.61
H 0.25 -1.99 -1.57
H -1.28 -0.44 2.19
H -2.58 -0.87 1.19
H -2.77 0.55 2.27
H -3.19 2.04 -0.58
H -3.07 0.03 -0.85
H -2.20 1.15 -1.88
```

Energy relative to the best compared isomer or geometry (same formula, charge and spin) = 188.04 kJ/mol
Orbital gap = 0.31725 Eh

Entry 4:
C10H18Al2BeBr5Cl6F7INO2 as an isolated structure. Source: the OMol25 dataset; level of theory: the ωB97M-V functional and the def2-TZVPD basis.

```
53
Properties=species:S:1:pos:R:3
C -0.37 1.69 -1.87
C -1.48 0.63 -1.86
C -0.93 -0.80 -2.01
I -1.70 -1.68 -3.84
N -1.24 -1.73 -0.94
C -0.39 -1.61 0.18
F -0.53 -2.66 1.02
F -0.51 -0.49 0.90
F 0.93 -1.65 -0.25
H -0.26 2.11 -2.86
H 0.57 1.24 -1.59
H -0.57 2.46 -1.15
H -2.07 0.74 -0.97
H -2.12 0.83 -2.70
H 0.13 -0.74 -2.18
Al 2.62 -3.18 -0.95
Br -3.02 -1.70 -0.38
F 7.34 -4.32 0.26
Al 7.03 -4.53 -1.38
F 6.62 -3.00 -2.03
F 5.66 -5.52 -1.56
F 8.36 -5.16 -2.17
C -2.25 2.50 4.18
C -3.48 1.99 3.39
C -3.07 0.65 2.75
O -3.75 2.90 2.44
H -1.44 2.63 3.47
H -2.47 3.45 4.67
H -1.95 1.79 4.96
H -4.27 1.78 4.13
H -2.22 0.77 2.08
H -3.90 0.23 2.17
H -2.79 -0.09 3.51
C 7.63 -0.48 -1.97
Cl 7.60 0.85 -0.76
Cl 7.05 0.07 -3.53
H 8.65 -0.82 -2.06
H 6.99 -1.29 -1.62
Be 5.32 0.33 0.13
O -2.85 -4.57 -5.48
H -2.69 -3.98 -4.73
H -2.67 -5.45 -5.13
C -6.59 -0.22 -1.63
Cl -7.24 -1.12 -2.99
Cl -5.20 0.73 -2.15
Cl -7.82 0.86 -0.98
Cl -6.10 -1.36 -0.36
C 1.10 4.82 4.43
Br 0.03 5.17 2.80
Br 0.16 5.51 5.95
Br 1.58 2.98 4.65
H 2.01 5.39 4.32
Br 0.59 3.04 1.65
```

Orbital gap = 0.11484 Eh

Entry 5:
C10H18AlCl2O as an isolated structure. Source: the OMol25 dataset; level of theory: the ωB97M-V functional and the def2-TZVPD basis.

```
32
Properties=species:S:1:pos:R:3
Al 0.63 -0.21 -0.08
Cl 0.74 -2.37 -0.14
Cl 1.76 1.43 0.83
C 2.31 -0.32 -1.62
H 2.94 0.29 -0.96
H 2.72 -1.28 -1.95
C -1.09 0.45 -0.82
C 1.23 0.18 -2.32
H -1.88 0.44 -0.05
C 0.80 -0.60 -3.54
H 0.90 1.23 -2.24
C -0.50 -0.09 -4.17
H 1.62 -0.55 -4.27
H 0.67 -1.66 -3.25
C -1.66 -0.20 -3.19
H -0.33 0.95 -4.47
H -0.71 -0.67 -5.08
C -1.57 0.93 -2.09
H -2.62 -0.10 -3.73
H -1.64 -1.18 -2.72
H -0.84 1.70 -2.39
H -2.57 1.41 -2.04
C -1.14 0.70 3.89
C -0.21 -0.10 3.01
C 1.00 -0.64 3.71
O -0.44 -0.29 1.81
H -0.88 0.60 4.94
H -2.19 0.45 3.77
H -0.98 1.74 3.63
H 1.17 -1.69 3.47
H 1.83 -0.04 3.35
H 0.92 -0.51 4.79
```

Energy relative to the best compared isomer or geometry (same formula, charge and spin) = 141.89 kJ/mol
Orbital gap (spin up / spin down) = 0.16985 / 0.12914 Eh
Net charge = -1

Entry 6:
C10H18BCrMnN6O28S2 as an isolated structure. Source: the OMol25 dataset; level of theory: the ωB97M-V functional and the def2-TZVPD basis.

```
67
Properties=species:S:1:pos:R:3
Mn -5.67 6.34 -19.40
Cr -9.73 5.16 -22.39
O -14.87 -0.75 -20.71
C -13.97 -0.16 -20.13
O -12.75 -0.07 -20.54
B -12.03 1.02 -19.87
O -12.97 1.47 -18.82
C -14.10 0.84 -18.95
O -15.16 1.04 -18.35
O -11.70 2.16 -20.76
C -10.43 2.30 -20.89
O -9.81 3.12 -21.62
C -9.83 1.42 -19.75
O -10.74 0.58 -19.28
O -8.67 1.50 -19.44
S -7.51 5.67 -21.11
O -8.90 6.08 -20.87
O -6.71 6.84 -21.16
O -6.89 4.84 -20.07
O -7.73 5.01 -22.37
S -3.84 8.06 -18.42
O -3.88 6.58 -18.40
O -5.09 8.24 -19.12
O -3.75 8.67 -17.14
O -2.62 8.57 -18.99
C -7.49 3.28 -17.32
N -6.05 3.62 -17.19
O -5.23 2.82 -16.68
O -5.74 4.71 -17.70
H -7.81 3.72 -18.26
H -7.92 3.59 -16.37
H -7.61 2.19 -17.34
C -6.11 1.70 -21.62
N -6.97 1.25 -22.73
O -6.81 1.86 -23.82
O -7.81 0.36 -22.52
H -6.53 1.08 -20.83
H -6.29 2.74 -21.35
H -5.06 1.48 -21.80
C -2.21 5.02 -21.35
N -3.61 4.65 -21.56
O -4.38 5.19 -20.83
O -3.87 3.82 -22.42
H -2.01 4.93 -20.29
H -2.03 6.05 -21.66
H -1.58 4.24 -21.79
C -9.65 6.14 -17.55
N -8.61 7.18 -17.75
O -8.87 8.37 -17.64
O -7.56 6.85 -18.25
H -9.40 5.19 -17.08
H -9.97 5.89 -18.56
H -10.41 6.54 -16.87
C -9.95 8.37 -25.52
N -9.11 7.48 -24.69
O -7.98 7.73 -24.41
O -9.61 6.53 -24.15
H -9.36 8.74 -26.36
H -10.30 9.14 -24.83
H -10.83 7.91 -25.96
C -8.85 9.57 -20.72
N -9.76 9.59 -21.88
O -10.02 10.73 -22.29
O -10.31 8.56 -22.22
H -7.91 9.11 -21.01
H -9.37 9.01 -19.95
H -8.67 10.57 -20.34
```

Orbital gap (spin up / spin down) = 0.28397 / 0.20382 Eh
Spin multiplicity = 11

Entry 7:
C10H18BF12MgN2O11S4 as an isolated structure. Source: the OMol25 dataset; level of theory: the ωB97M-V functional and the def2-TZVPD basis.

```
59
Properties=species:S:1:pos:R:3
Mg -0.44 0.73 -0.23
C -0.71 -3.59 -1.21
F -1.02 -3.54 0.09
F -0.17 -4.80 -1.42
F -1.88 -3.45 -1.95
S 0.57 -2.32 -1.61
O 0.51 -2.32 -3.06
O 0.14 -1.10 -0.93
N 1.84 -2.92 -0.74
S 2.75 -3.51 -1.83
O 2.11 -4.56 -2.64
O 3.51 -2.44 -2.47
C 4.12 -4.42 -0.81
F 4.85 -5.11 -1.70
F 4.87 -3.54 -0.21
F 3.54 -5.29 0.03
C -2.40 2.51 2.82
F -1.34 1.80 3.17
F -3.45 1.74 3.09
F -2.36 3.62 3.56
S -2.32 2.89 0.93
O -3.22 1.94 0.33
O -2.79 4.31 0.80
N -0.61 2.45 0.49
S 0.16 3.74 0.96
O -0.34 4.47 2.14
O 1.56 3.42 0.99
C 0.09 4.97 -0.60
F -1.14 5.01 -1.05
F 0.59 6.21 -0.33
F 0.87 4.46 -1.52
B -0.91 1.19 -2.26
H -1.26 0.55 -3.06
H 0.10 1.00 -1.93
H -0.90 2.22 -2.56
H -1.60 1.05 -1.44
C 2.64 0.91 -1.03
O 1.59 0.78 -0.06
C 2.09 0.18 1.14
C 0.97 0.14 2.14
O -0.27 -0.01 1.50
C -0.96 -1.13 2.10
C -2.36 -1.10 1.44
O -2.24 -0.46 0.09
C -3.25 -0.96 -0.76
H 2.09 1.08 -1.96
H 3.26 0.02 -1.10
H 3.26 1.80 -0.88
H 2.95 0.74 1.50
H 2.56 -0.78 0.91
H 1.00 1.02 2.78
H 1.30 -0.59 2.88
H -1.04 -0.97 3.17
H -0.42 -2.05 1.87
H -3.10 -0.46 1.93
H -2.78 -2.11 1.43
H -3.26 -2.05 -0.73
H -3.10 -0.62 -1.78
H -4.27 -0.77 -0.43
```

Energy relative to the best compared isomer or geometry (same formula, charge and spin) = 190.90 kJ/mol
Orbital gap = 0.33288 Eh
Net charge = -1

Entry 8:
C10H18CdFIO4S as an isolated structure. Source: the OMol25 dataset; level of theory: the ωB97M-V functional and the def2-TZVPD basis.

```
36
Properties=species:S:1:pos:R:3
C 2.83 0.33 2.35
C 2.27 0.87 1.03
C 0.88 1.51 1.24
C -0.07 1.39 0.05
O 0.59 1.56 -1.24
S -0.35 1.06 -2.42
O 0.42 0.27 -3.31
O -1.16 2.08 -2.96
O -1.26 0.10 -1.49
C -0.91 0.13 -0.09
C -2.28 0.29 0.63
C -3.18 1.40 0.14
F -3.93 0.92 -0.92
C -0.34 -1.21 0.42
C 0.22 -2.13 -0.65
C 1.42 -1.68 -1.46
I -1.46 -2.69 -2.03
H 2.05 -0.26 2.85
H 3.12 1.14 3.01
H 3.66 -0.34 2.19
H 2.94 1.61 0.61
H 2.19 0.05 0.32
H 0.35 1.06 2.08
H 1.00 2.57 1.42
H -0.70 2.27 0.13
H -2.11 0.34 1.71
H -2.83 -0.63 0.43
H -2.67 2.32 -0.15
H -3.88 1.66 0.93
H 0.46 -1.14 1.16
H -1.15 -1.73 0.92
H 0.51 -3.06 -0.18
H 1.53 -0.61 -1.51
H 1.47 -2.10 -2.46
H 2.28 -2.08 -0.93
Cd -1.93 -5.29 -1.85
```

Energy relative to the best compared isomer or geometry (same formula, charge and spin) = 0.00 kJ/mol
Orbital gap = 0.17459 Eh
Net charge = +2

Entry 9:
A 2-piece molecular cluster, C10H18Cl2NO overall. Source: the OMol25 dataset; level of theory: the ωB97M-V functional and the def2-TZVPD basis.

```
32
Properties=species:S:1:pos:R:3
C -0.97 0.17 -2.62
C -0.70 -0.27 -1.44
C 2.41 -1.11 2.70
C -1.93 -5.23 -0.50
C 1.66 2.39 -2.96
C -0.59 1.60 -3.14
C 1.00 -1.07 3.15
C -0.02 -1.45 2.03
C -0.84 -0.24 -0.13
C -1.75 -4.05 -1.05
N 0.28 -0.66 0.78
O 0.30 2.43 -2.43
Cl -0.13 -3.40 -1.16
Cl -2.90 -3.14 -1.98
H 2.86 -0.35 3.35
H 2.81 -2.11 2.72
H 2.61 -0.79 1.77
H -1.13 -5.78 -0.19
H -2.80 -5.76 -0.30
H -1.30 -0.40 -3.41
H 1.72 3.03 -3.83
H 2.03 1.41 -3.17
H 2.28 2.85 -2.18
H -1.50 2.22 -3.11
H -0.15 1.43 -4.13
H 0.87 -0.06 3.54
H 0.81 -1.80 4.06
H 0.12 -2.52 1.83
H -1.08 -1.19 2.27
H -1.84 -0.06 0.18
H 0.60 0.28 1.17
H 1.06 -1.05 0.23
```

Energy relative to the best compared isomer or geometry (same formula, charge and spin) = 10.65 kJ/mol
Orbital gap = 0.35918 Eh
Net charge = +1

Entry 10:
C10H18ClIN2O2PRu as an isolated structure. Source: the OMol25 dataset; level of theory: the ωB97M-V functional and the def2-TZVPD basis.

```
36
Properties=species:S:1:pos:R:3
C 2.69 1.57 -6.77
C 2.50 2.07 -5.36
H 3.07 2.40 -7.38
H 1.74 1.23 -7.20
H 3.42 0.76 -6.81
O 2.75 3.17 -4.93
I 1.70 0.65 -3.94
Ru 0.54 0.26 0.47
P -1.47 0.88 -0.01
C -2.23 2.28 0.89
C -1.55 1.40 -1.76
H -2.22 -1.35 -0.40
H -3.62 -0.24 -0.24
H -2.73 -0.78 1.21
C -2.64 -0.51 0.15
H -1.07 0.62 -2.38
H -2.59 1.56 -2.08
H -3.25 2.47 0.55
H -1.62 3.17 0.72
H -0.98 2.33 -1.87
H -2.24 2.05 1.96
C 0.89 1.65 1.61
O 1.05 2.50 2.40
Cl 0.92 -1.41 -1.12
C 1.42 -3.71 4.18
N 0.77 -2.57 3.57
C -0.41 -1.95 3.99
C -0.67 -0.92 3.13
N 0.34 -0.93 2.16
C 1.18 -1.93 2.44
H 1.70 -3.49 5.22
H 0.74 -4.57 4.19
H 2.32 -3.96 3.61
H -0.98 -2.28 4.85
H -1.49 -0.21 3.10
H 2.05 -2.21 1.85
```

Orbital gap (spin up / spin down) = 0.22864 / 0.15064 Eh
Spin multiplicity = 6
Net charge = +2

Entry 11:
A 2-piece molecular cluster, C10H18F2N2O2PS2 overall. Source: the OMol25 dataset; level of theory: the ωB97M-V functional and the def2-TZVPD basis.

```
37
Properties=species:S:1:pos:R:3
C 2.68 1.12 -1.49
C 1.65 0.39 -0.62
C 0.60 -0.39 -1.42
C -0.39 0.43 -2.25
P -1.57 1.52 -1.27
S -2.58 2.13 -3.27
S -0.09 3.24 -1.25
N -2.92 0.04 -1.23
C -2.51 -1.15 -0.63
O -2.44 -2.22 -1.12
F -2.16 -1.02 0.69
C -4.16 0.47 -0.78
O -5.06 0.93 -1.40
F -4.33 0.28 0.58
H 3.65 0.62 -1.44
H 2.38 1.16 -2.53
H 2.83 2.15 -1.15
H 1.17 1.08 0.08
H 2.16 -0.35 0.01
H 0.06 -1.06 -0.74
H 1.15 -1.04 -2.11
H -1.02 -0.24 -2.83
H 0.14 1.08 -2.95
H -1.06 1.07 -0.01
H -2.52 2.33 -0.60
H -2.08 3.37 -3.31
H -0.94 4.19 -0.87
N 1.54 -2.82 2.62
C 0.77 -1.71 2.80
C 1.32 -0.98 3.82
C 2.47 -1.69 4.27
C 2.58 -2.82 3.51
H 1.37 -3.53 1.93
H -0.09 -1.52 2.18
H 0.95 -0.04 4.19
H 3.14 -1.40 5.07
H 3.30 -3.62 3.52
```

Orbital gap = 0.28590 Eh
Net charge = -1

Entry 12:
An isolated ion of composition C10H18IN2O and charge +1. Source: the OMol25 dataset; level of theory: the ωB97M-V functional and the def2-TZVPD basis.

```
32
Properties=species:S:1:pos:R:3
C -0.48 3.14 1.62
C 0.34 2.07 0.91
C 1.55 -0.48 0.19
C -0.52 -1.45 -0.27
C -1.76 3.38 0.83
C -1.85 1.16 0.13
C 1.85 -1.68 -0.72
C -0.50 0.79 0.77
C 1.78 -3.04 -0.08
C 0.49 -2.25 -1.03
N 0.16 -0.17 -0.12
N 0.20 -2.83 -2.34
O -2.52 2.20 0.77
I 2.61 -4.72 -1.04
H -0.74 2.81 2.62
H 0.10 4.06 1.70
H 0.60 2.41 -0.10
H 1.26 1.87 1.46
H 1.70 -0.75 1.25
H 2.19 0.37 -0.04
H -1.45 -1.32 -0.83
H -0.78 -1.91 0.70
H -2.40 4.13 1.31
H -1.52 3.72 -0.19
H -1.66 1.42 -0.93
H -2.55 0.32 0.17
H 2.58 -1.51 -1.50
H -0.66 0.35 1.77
H 1.56 -3.13 0.97
H 0.71 -3.74 -2.41
H 0.51 -2.22 -3.11
H -0.81 -3.00 -2.44
```

Energy relative to the best compared isomer or geometry (same formula, charge and spin) = 96.60 kJ/mol
Orbital gap = 0.32333 Eh
Net charge = +1